{
  "formula": "CH3N2O3S",
  "method": "the ωB97M-V functional and the def2-TZVPD basis",
  "symbols": ["C", "N", "N", "O", "O", "O", "S", "H", "H", "H"],
  "coordinates": [[-0.78516, 1.40125, 0.17185], [1.22007, -0.76908, -0.35606], [-0.51576, -0.24753, 0.40293], [-0.71494, 1.65535, -0.98404], [-0.79849, 1.92307, 1.24144], [2.30411, -0.54004, 0.26369], [-1.55287, -1.25695, -0.43187], [0.74165, -1.71712, -0.54442], [0.84417, -0.02298, -1.12473], [-0.74279, -0.42595, 1.36121]],
  "nbo_charge": [0.92, -0.15, -0.70, -0.70, -0.70, -0.49, -0.33, 0.37, 0.39, 0.39],
  "fmax_ev_per_a": 3.1,
  "charge": -1,
  "gap_ev": [7.41, 7.35],
  "e_above_lowest_ev": 3.633,
  "e_lumo_ev": [3.68, 3.63]
}

***

{
  "formula": "CH3N2O9P2",
  "method": "the ωB97M-V functional and the def2-TZVPD basis",
  "symbols": ["C", "O", "P", "O", "O", "O", "P", "O", "N", "O", "O", "N", "O", "O", "H", "H", "H"],
  "coordinates": [[-2.35931, -0.35949, -0.46677], [-2.08531, 0.91507, -0.99487], [-1.11655, 1.92370, -0.20625], [-0.76481, 3.03818, -1.07366], [-1.32925, 2.00683, 1.24502], [0.33619, 0.69213, -0.41198], [1.67240, 0.03219, -0.23094], [2.88766, 0.48192, -0.89325], [1.47876, -1.76391, -0.52140], [2.29623, -2.44321, 0.05470], [0.67812, -2.13973, -1.33820], [1.85674, -0.09489, 1.59665], [2.63835, 0.66123, 2.10673], [1.12442, -0.86887, 2.16277], [-2.51298, -0.30721, 0.61457], [-1.53715, -1.05002, -0.68028], [-3.26352, -0.72391, -0.96284]],
  "nbo_charge": [-0.26, -0.81, 2.54, -1.10, -1.11, -1.13, 2.24, -1.03, 0.28, -0.37, -0.37, 0.29, -0.35, -0.38, 0.19, 0.19, 0.17],
  "fmax_ev_per_a": 1.5,
  "charge": -1,
  "gap_ev": 9.59,
  "e_above_lowest_ev": 0.000,
  "e_lumo_ev": 2.57
}

***

{
  "formula": "CH3N2OS",
  "method": "the ωB97M-V functional and the def2-TZVPD basis",
  "symbols": ["C", "N", "N", "O", "S", "H", "H", "H"],
  "coordinates": [[-2.33967, 1.00104, 0.20994], [-1.54668, 0.09710, -0.08098], [-0.51705, -0.52450, -0.20906], [2.57044, 0.41300, 0.36801], [-0.10647, -2.12119, 0.00329], [2.76583, 0.25578, -0.60239], [2.25062, -0.46128, 0.73045], [-3.07703, 1.34005, -0.41927]],
  "nbo_charge": [-0.31, -0.05, -0.36, -0.97, -0.42, 0.47, 0.50, 0.15],
  "fmax_ev_per_a": 3.2,
  "charge": -1,
  "gap_ev": 6.78,
  "e_above_lowest_ev": 0.851,
  "e_lumo_ev": 4.14
}

***

{
  "formula": "CH3N2OS",
  "method": "the ωB97M-V functional and the def2-TZVPD basis",
  "symbols": ["C", "N", "N", "O", "S", "H", "H", "H"],
  "coordinates": [[0.47010, 0.52857, 0.11327], [0.91140, -0.74986, 0.35792], [-0.68915, 0.57028, -0.49489], [-1.12811, -0.64286, -0.75045], [-0.24004, -1.94300, 0.02757], [0.90940, 1.45935, 0.30378], [1.83712, -1.15601, 0.34276], [-2.07073, 1.93352, 0.10004]],
  "nbo_charge": [0.23, -0.67, -0.01, -0.34, 0.95, 0.27, 0.47, 0.10],
  "fmax_ev_per_a": 2.8,
  "charge": 1,
  "gap_ev": [8.38, 6.09],
  "e_above_lowest_ev": 4.418,
  "e_lumo_ev": [-6.47, -7.75]
}

***

{
  "formula": "CH3N3",
  "method": "the ωB97M-V functional and the def2-TZVPD basis",
  "symbols": ["C", "N", "N", "N", "H", "H", "H"],
  "coordinates": [[0.61912, 0.36233, 0.26429], [0.86022, -0.39480, 1.25189], [-0.48798, -0.29459, -0.28984], [-0.31898, -1.10026, 0.92299], [1.96311, 1.57806, -0.49193], [-1.35904, -0.10761, -0.63676], [0.01838, -1.97631, 0.67380]],
  "nbo_charge": [0.33, -0.38, -0.53, -0.27, 0.09, 0.40, 0.35],
  "fmax_ev_per_a": 4.6,
  "gap_ev": [9.05, 9.05],
  "e_above_lowest_ev": 7.241,
  "e_lumo_ev": [-0.84, -0.84]
}

***

{
  "formula": "CH3N3",
  "method": "the ωB97M-V functional and the def2-TZVPD basis",
  "symbols": ["H", "N", "N", "H", "C", "N", "H"],
  "coordinates": [[-0.80128, 1.42557, 1.19466], [-1.03284, 2.16364, 0.49622], [-0.61059, 2.02426, -0.62648], [-0.04560, 1.16977, -0.82996], [0.55360, -1.85164, 0.14597], [0.17894, -0.95568, 0.73832], [0.90580, -2.67255, -0.42070]],
  "nbo_charge": [0.30, -0.28, -0.29, 0.28, 0.10, -0.34, 0.23],
  "fmax_ev_per_a": 1.9,
  "gap_ev": 9.50,
  "e_above_lowest_ev": 2.635,
  "e_lumo_ev": 0.75
}

***

{
  "formula": "CH3N3O",
  "method": "the ωB97M-V functional and the def2-TZVPD basis",
  "symbols": ["N", "N", "O", "C", "N", "H", "H", "H"],
  "coordinates": [[-2.11093, 0.30434, -0.43279], [-1.28281, 1.05288, -0.34898], [-0.44412, 1.81408, -0.22806], [0.52922, -0.96362, 0.19912], [0.93272, 0.17663, 0.42524], [1.06241, -1.75019, -0.12487], [-0.58896, -1.18440, 0.42990], [1.90248, 0.55028, 0.08045]],
  "nbo_charge": [-0.14, 0.45, -0.29, -0.05, -0.62, 0.14, 0.15, 0.36],
  "fmax_ev_per_a": 3.9,
  "gap_ev": 10.33,
  "e_above_lowest_ev": 4.207,
  "e_lumo_ev": 1.21
}

***

{
  "formula": "CH3N3O2S",
  "method": "the ωB97M-V functional and the def2-TZVPD basis",
  "symbols": ["C", "N", "N", "N", "O", "O", "S", "H", "H", "H"],
  "coordinates": [[1.44193, -1.05572, 1.05926], [-1.44849, -0.84843, -0.87233], [-0.66868, -1.61070, -0.97743], [1.76493, 0.16335, 0.91317], [-2.19443, 1.74109, -2.09757], [-0.78474, 2.15787, -0.13588], [-2.05466, 1.75173, -0.65814], [0.70737, -1.52101, 0.46813], [2.05664, -1.61562, 1.85694], [1.18012, 0.83745, 0.44385]],
  "nbo_charge": [-0.04, -0.02, 0.02, -0.62, -0.71, -0.76, 1.48, 0.14, 0.16, 0.36],
  "fmax_ev_per_a": 3.7,
  "gap_ev": [9.23, 4.87],
  "e_above_lowest_ev": 0.000,
  "multiplicity": 3,
  "e_lumo_ev": [0.70, -4.63]
}

***

{
  "formula": "CH3N3O2Si",
  "method": "the ωB97M-V functional and the def2-TZVPD basis",
  "symbols": ["H", "N", "Si", "C", "N", "H", "O", "N", "O", "H"],
  "coordinates": [[-0.75311, -1.29164, 0.91055], [-0.32289, -0.59928, 0.41814], [-1.24896, 0.65615, -0.19334], [-3.00587, 1.05506, 0.13572], [-4.13774, 1.27027, 0.14223], [-0.94784, 1.50269, -1.18452], [3.37556, 1.75554, 0.22996], [2.38384, 1.01069, 0.32279], [2.47997, -0.19911, -0.30861], [1.66482, -0.72020, -0.07244]],
  "nbo_charge": [0.37, -1.29, 1.56, -0.24, -0.21, -0.19, -0.32, 0.32, -0.54, 0.53],
  "fmax_ev_per_a": 5.8,
  "gap_ev": 8.63,
  "e_above_lowest_ev": 2.704,
  "e_lumo_ev": -1.56
}

***

{
  "formula": "CH3N3O3",
  "method": "the ωB97M-V functional and the def2-TZVPD basis",
  "symbols": ["C", "N", "N", "N", "O", "O", "O", "H", "H", "H"],
  "coordinates": [[1.59622, 1.30678, 0.14676], [-0.54609, 0.81518, -0.75971], [0.66783, 1.24147, -0.63497], [-1.05882, -1.10002, 0.95165], [2.55532, 1.71270, 0.66579], [1.06287, -1.06163, -0.09011], [-0.22928, -0.99716, -0.24769], [-0.82317, 0.74086, -1.67614], [-1.82277, -0.55457, 0.64334], [-1.40210, -2.10361, 1.00107]],
  "nbo_charge": [0.87, -0.27, -0.34, -0.51, -0.47, -0.32, -0.01, 0.34, 0.35, 0.35],
  "fmax_ev_per_a": 4.6,
  "gap_ev": [8.37, 8.76],
  "e_above_lowest_ev": 6.241,
  "e_lumo_ev": [-0.69, -0.72]
}

***

Question: Number 7 is which compound?
Answer: CH3N3O